C12H36BCaF4KO6 | ωB97M-V with the def2-TZVPD basis set

Orbital gap = 6.002 eV
Net charge = +2
2S+1 = 1
E = -71615.1541 eV
Highest occupied orbital energy = -13.961 eV

Geometry as XYZ:
```
61
Properties=species:S:1:pos:R:3:forces:R:3
K 3.006 2.956 0.015 -0.153 0.084 -0.739
Ca 0.148 1.466 3.392 -0.908 -1.226 -0.467
B 0.444 0.386 0.480 -0.273 -2.184 -1.336
F 1.789 0.500 0.773 0.963 1.390 0.582
F -0.226 -0.028 1.630 -0.492 0.112 2.339
F -0.186 1.577 0.154 0.284 0.412 -0.343
F 0.307 -0.630 -0.431 -0.228 0.455 -0.593
C 1.511 0.434 -3.961 0.822 -1.147 0.907
C 1.809 1.883 -3.705 0.637 0.313 -0.927
O 1.625 2.245 -2.335 -0.696 -0.327 0.589
H 0.588 -0.006 -3.582 -0.895 0.853 -0.351
H 2.161 -0.158 -3.317 0.762 -0.170 -0.440
H 1.643 0.145 -5.003 0.013 0.083 0.124
H 1.222 2.487 -4.396 -0.090 0.456 0.324
H 2.866 2.115 -3.837 -0.027 -0.228 -0.702
H 0.922 1.631 -2.109 -0.382 0.124 0.704
C -2.383 -1.336 -2.407 -0.367 -0.115 -0.778
C -3.457 -1.765 -1.449 -0.912 -0.155 -1.328
O -2.832 -1.978 -0.256 1.206 -0.375 2.476
H -2.792 -1.187 -3.407 0.297 0.108 -0.086
H -1.661 -2.153 -2.398 0.087 0.009 -0.352
H -1.845 -0.450 -2.069 -0.156 0.320 -0.029
H -3.861 -2.716 -1.798 -0.279 0.046 0.026
H -4.274 -1.073 -1.245 -0.239 0.282 -0.770
H -2.207 -1.250 -0.253 0.447 -0.175 0.717
C 2.026 -3.944 -0.530 -0.533 -0.525 0.805
C 1.910 -3.253 -1.857 0.026 -2.128 0.956
O 2.604 -2.066 -1.762 0.461 1.642 -0.798
H 1.179 -4.622 -0.428 0.139 -0.303 0.255
H 1.894 -3.146 0.201 0.037 -0.166 0.455
H 2.957 -4.479 -0.341 0.021 0.160 -0.087
H 0.828 -3.165 -1.955 -0.027 0.485 -0.982
H 2.370 -3.936 -2.572 -0.275 0.563 -0.627
H 2.031 -1.501 -1.238 0.113 0.285 0.070
C 2.185 -2.179 3.150 -0.350 -1.965 -1.549
C 1.594 -1.370 4.214 0.607 -1.421 1.294
O 1.792 -0.057 3.822 -0.423 3.632 -0.265
H 1.473 -2.206 2.325 -0.103 -0.405 -0.073
H 2.383 -3.193 3.500 -0.009 -0.050 -0.242
H 3.073 -1.800 2.645 0.396 0.261 0.648
H 2.156 -1.457 5.143 -0.531 -0.506 0.373
H 0.531 -1.580 4.333 0.047 0.092 0.208
H 2.747 -0.014 3.731 0.269 0.545 -0.262
C 0.150 5.532 -1.674 -0.542 0.713 -1.365
C -0.615 4.387 -1.012 0.819 1.756 -2.631
O 0.095 4.153 0.135 1.142 -0.948 3.248
H 1.199 5.328 -1.888 0.068 -0.249 0.425
H 0.044 6.492 -1.169 0.200 -0.259 0.653
H -0.240 5.812 -2.653 -0.339 -0.425 -0.234
H -0.493 3.479 -1.602 -0.801 0.204 -0.510
H -1.637 4.741 -0.874 -0.197 -0.557 0.263
H 0.025 3.205 0.265 -0.131 0.191 0.200
C -3.523 -0.715 2.540 0.852 1.080 0.697
C -3.244 0.293 3.669 -2.381 -2.527 0.105
O -1.844 0.284 3.981 1.358 1.688 0.122
H -2.957 -0.338 1.689 -0.775 -0.031 -0.475
H -4.610 -0.736 2.463 0.171 -0.253 -0.708
H -3.095 -1.704 2.702 -0.318 -0.072 0.381
H -3.766 -0.035 4.568 0.169 -0.212 0.250
H -3.829 1.190 3.465 1.483 0.952 -0.251
H -1.712 -0.493 4.529 -0.063 -0.193 0.106
```
Forces are in eV/Å.

Formally, the natural (NBO) partial charges of the atoms, in units of the elementary charge, are as follows: K 0.99; Ca 1.90; B 1.31; F -0.57; F -0.60; F -0.55; F -0.53; C -0.68; C -0.07; O -0.78; H 0.21; H 0.23; H 0.25; H 0.18; H 0.18; H 0.47; C -0.64; C -0.06; O -0.71; H 0.23; H 0.22; H 0.18; H 0.19; H 0.16; H 0.45; C -0.61; C -0.07; O -0.72; H 0.21; H 0.17; H 0.22; H 0.16; H 0.19; H 0.46; C -0.66; C -0.08; O -0.84; H 0.23; H 0.26; H 0.22; H 0.20; H 0.18; H 0.52; C -0.63; C -0.08; O -0.77; H 0.19; H 0.22; H 0.23; H 0.17; H 0.18; H 0.47; C -0.62; C -0.10; O -0.85; H 0.21; H 0.25; H 0.22; H 0.19; H 0.22; H 0.51

---

C18H32NO11P2 | ωB97M-V with the def2-TZVPD basis set

Orbital gap = 6.344 eV
Net charge = -1
2S+1 = 1
E = -61781.3524 eV
Highest occupied orbital energy = -3.758 eV

Geometry as XYZ:
```
64
Properties=species:S:1:pos:R:3:forces:R:3
C -2.398 -1.006 -0.853 -0.002 -0.098 -0.020
P -0.600 -0.642 -0.515 -0.037 0.017 -0.113
C 0.025 -2.367 -0.759 -0.249 0.306 -0.009
N -0.026 0.052 -1.916 -0.046 0.040 0.042
P 0.384 1.556 -2.118 -0.076 0.207 0.061
O 1.550 1.872 -2.971 -0.016 -0.002 0.023
O -0.949 2.397 -2.658 0.138 -0.008 -0.099
O 0.521 2.378 -0.708 0.106 0.081 -0.073
H -3.034 -0.316 -0.294 -0.001 0.041 -0.107
H -2.642 -2.024 -0.539 -0.026 0.031 0.031
H -2.617 -0.916 -1.921 0.059 0.017 0.008
H 1.087 -2.381 -0.515 -0.012 -0.155 -0.063
H -0.527 -3.065 -0.127 0.155 -0.032 0.056
H -0.131 -2.623 -1.810 0.118 -0.099 0.015
H -1.187 2.017 -3.509 -0.111 -0.075 -0.002
H -0.340 2.505 -0.296 -0.043 -0.145 0.031
O -3.163 5.365 -0.545 0.048 0.046 0.011
C -2.751 5.877 -1.542 -0.041 -0.042 -0.066
O -3.513 6.768 -2.248 -0.028 -0.014 0.010
C -2.828 7.168 -3.442 0.007 -0.002 -0.029
C -1.352 6.913 -3.163 0.037 0.010 0.023
C -1.419 5.705 -2.237 0.040 0.092 0.049
H -3.196 6.561 -4.273 0.013 -0.003 -0.002
H -3.072 8.212 -3.631 -0.005 -0.003 0.009
H -0.774 6.744 -4.070 -0.022 -0.030 -0.009
H -0.922 7.769 -2.639 0.003 0.006 -0.016
H -1.424 4.755 -2.779 0.004 -0.050 0.089
H -0.617 5.653 -1.505 -0.005 -0.091 -0.001
O 0.850 -1.447 2.584 0.128 -0.131 0.201
C 1.856 -0.835 2.368 -0.121 0.095 -0.094
O 3.086 -1.376 2.594 -0.039 -0.007 -0.007
C 4.106 -0.394 2.333 0.027 0.021 -0.004
C 3.459 0.623 1.398 -0.022 -0.039 -0.047
C 2.005 0.574 1.847 0.014 -0.034 -0.007
H 4.398 0.050 3.288 0.003 0.008 -0.006
H 4.961 -0.913 1.904 -0.012 -0.010 -0.002
H 3.916 1.608 1.469 -0.013 0.003 0.025
H 3.531 0.287 0.363 0.011 0.021 -0.003
H 1.801 1.256 2.678 0.008 -0.002 0.007
H 1.268 0.755 1.067 0.001 0.017 0.003
O -2.613 -4.597 -2.398 0.028 -0.194 0.019
C -1.859 -4.772 -3.307 -0.082 0.270 -0.032
O -0.577 -5.175 -3.137 -0.039 -0.117 0.075
C 0.119 -5.181 -4.391 0.054 0.052 -0.013
C -0.969 -5.297 -5.456 -0.030 -0.020 0.018
C -2.126 -4.563 -4.788 0.090 -0.078 -0.011
H 0.678 -4.246 -4.474 -0.008 0.003 -0.013
H 0.818 -6.014 -4.379 -0.009 -0.002 0.014
H -0.662 -4.878 -6.412 0.003 0.035 0.015
H -1.229 -6.346 -5.608 0.013 0.000 -0.012
H -2.095 -3.487 -4.974 -0.021 0.004 0.003
H -3.114 -4.935 -5.043 -0.018 0.055 0.000
O 3.181 0.030 8.082 -0.024 -0.044 -0.001
C 2.295 -0.533 7.501 0.000 0.063 -0.007
O 2.242 -0.609 6.157 0.023 0.017 -0.004
C 1.024 -1.262 5.729 -0.016 -0.057 0.049
C 0.579 -2.083 6.934 0.023 -0.010 0.018
C 1.090 -1.241 8.096 0.035 -0.057 -0.039
H 0.302 -0.489 5.464 -0.008 -0.008 -0.006
H 1.243 -1.851 4.845 0.034 0.034 -0.012
H -0.494 -2.259 6.944 -0.004 0.030 -0.004
H 1.084 -3.051 6.926 -0.020 -0.008 -0.009
H 0.374 -0.474 8.401 -0.003 -0.003 0.007
H 1.389 -1.803 8.977 -0.016 0.041 0.028
```
Forces are in eV/Å.

Formally, the natural (NBO) partial charges of the atoms, in units of the elementary charge, are as follows: C -0.97; P 0.96; C -0.94; N -1.52; P 2.45; O -1.15; O -1.04; O -1.02; H 0.21; H 0.22; H 0.21; H 0.21; H 0.21; H 0.21; H 0.48; H 0.49; O -0.56; C 0.79; O -0.51; C -0.07; C -0.43; C -0.55; H 0.17; H 0.19; H 0.22; H 0.20; H 0.28; H 0.25; O -0.58; C 0.80; O -0.51; C -0.07; C -0.43; C -0.55; H 0.17; H 0.19; H 0.22; H 0.22; H 0.23; H 0.30; O -0.56; C 0.79; O -0.49; C -0.07; C -0.43; C -0.53; H 0.19; H 0.19; H 0.22; H 0.20; H 0.24; H 0.24; O -0.58; C 0.79; O -0.49; C -0.08; C -0.43; C -0.53; H 0.18; H 0.24; H 0.22; H 0.21; H 0.23; H 0.23

---

C3H6O3 | ωB97M-V with the def2-TZVPD basis set

Orbital gap = 8.356 eV
Net charge = 0
2S+1 = 1
Energy relative to the best compared isomer or geometry (same formula, charge and spin) = 73.8 kcal per mole
E = -9348.1184 eV
SMILES = CC(O)=C(O)O
Highest occupied orbital energy = -7.905 eV

Geometry as XYZ:
```
12
Properties=species:S:1:pos:R:3:forces:R:3
C 0.318 -0.134 0.061 -0.857 -0.801 -0.457
C 0.315 0.561 -1.285 0.316 0.339 0.121
C -0.704 0.164 0.985 1.900 -1.830 0.060
O -1.477 -0.735 1.593 0.251 0.650 -0.235
O 0.550 -1.526 -0.097 -0.131 -0.291 -0.081
O -0.580 1.357 1.503 1.687 0.938 -1.213
H -1.320 -1.582 1.136 -0.046 0.213 0.003
H 1.495 -1.693 0.016 -0.339 0.087 0.085
H 0.437 1.386 0.990 -2.774 0.630 1.750
H 1.330 0.586 -1.687 -0.065 0.076 -0.109
H -0.320 0.026 -2.001 0.040 -0.015 0.111
H -0.044 1.590 -1.212 0.019 0.004 -0.034
```
Forces are in eV/Å.

Formally, the natural (NBO) partial charges of the atoms, in units of the elementary charge, are as follows: C -0.12; C -0.64; C 0.67; O -0.63; O -0.75; O -0.65; H 0.52; H 0.49; H 0.51; H 0.21; H 0.20; H 0.21

---

C28H45As3BF4N4O3ReS2Si | ωB97M-V with the def2-TZVPD basis set

Orbital gap (alpha / beta) = 4.473 / 2.342 eV
Net charge = +1
2S+1 = 4
Expectation value of S² = 3.7764
Energy relative to the best compared isomer or geometry (same formula, charge and spin) = 16.6 kcal per mole
E = -267608.5676 eV
Highest occupied orbital energy (alpha / beta) = -8.786 / -8.785 eV

Geometry as XYZ:
```
92
Properties=species:S:1:pos:R:3:forces:R:3
Re 0.100 0.392 -0.982 -0.436 -0.850 -1.599
C -6.232 -0.748 -2.619 0.150 0.248 0.110
Si -5.364 0.817 -2.048 -0.375 0.090 -0.168
C -4.648 1.786 -3.495 0.055 -0.235 0.278
C -6.490 1.946 -1.041 0.152 -0.269 -0.102
C -4.014 0.283 -0.774 0.113 0.116 -0.188
C -4.397 -0.086 0.514 0.058 0.020 -0.093
C -3.465 -0.375 1.512 0.049 0.045 0.018
C -2.130 -0.254 1.222 0.137 -0.032 0.333
N -1.724 0.071 -0.015 0.178 0.130 -0.182
C -2.638 0.299 -0.998 0.003 -0.082 0.298
S -1.778 0.590 -2.485 0.519 0.170 -0.112
H -7.059 -0.497 -3.286 -0.018 0.036 -0.005
H -6.645 -1.316 -1.784 -0.007 0.023 0.043
H -5.561 -1.410 -3.169 0.059 0.030 -0.006
H -5.466 2.191 -4.094 -0.085 -0.023 0.062
H -4.044 1.164 -4.153 -0.009 -0.015 -0.043
H -4.034 2.628 -3.170 -0.013 0.024 0.018
H -7.259 2.382 -1.681 -0.009 -0.028 -0.052
H -5.941 2.772 -0.585 0.058 0.001 -0.025
H -7.005 1.408 -0.244 -0.024 -0.004 0.009
H -5.451 -0.144 0.757 -0.014 0.009 0.019
H -3.775 -0.663 2.506 -0.003 0.009 0.011
H -1.358 -0.412 1.965 -0.013 -0.020 -0.036
C 0.180 3.879 -2.325 0.125 -0.183 -0.253
As 0.037 2.866 -0.683 -0.033 1.781 0.347
C -1.674 3.575 -0.060 -0.046 -0.389 -0.009
C 1.424 3.729 0.407 0.032 -0.163 0.059
C 1.744 3.146 1.798 -0.217 -0.146 0.091
C 2.618 4.185 2.516 0.008 -0.044 -0.123
C 2.587 1.860 1.718 -0.127 0.082 -0.118
As 1.849 0.221 0.919 0.764 0.055 0.973
C 1.381 -0.850 2.488 -0.372 0.024 -0.117
C 3.469 -0.750 0.485 0.048 -0.110 -0.337
C 0.425 2.894 2.568 0.200 0.083 0.071
As 0.374 3.267 4.536 -0.171 -0.166 -0.029
C 0.905 1.512 5.247 0.004 0.002 -0.095
C -1.564 2.947 4.679 0.064 0.009 -0.066
H -0.040 4.925 -2.114 0.003 -0.037 0.132
H -0.542 3.500 -3.048 -0.015 -0.026 0.051
H 1.179 3.793 -2.748 0.009 -0.044 0.047
H -1.556 4.624 0.209 0.086 -0.010 -0.021
H -2.065 3.020 0.791 0.041 0.009 0.018
H -2.380 3.495 -0.887 0.035 0.009 -0.022
H 1.079 4.760 0.525 -0.089 -0.048 0.001
H 2.320 3.754 -0.213 -0.071 -0.022 -0.051
H 3.489 4.437 1.910 0.009 0.012 -0.006
H 2.971 3.796 3.472 0.019 0.049 0.020
H 2.055 5.098 2.714 0.011 0.017 0.000
H 2.873 1.570 2.733 -0.010 -0.087 -0.033
H 3.502 2.050 1.155 -0.007 -0.028 0.007
H 2.249 -0.884 3.145 0.049 0.068 -0.072
H 1.137 -1.867 2.183 0.048 0.014 -0.051
H 0.546 -0.437 3.047 0.024 0.045 -0.030
H 4.156 -0.645 1.325 -0.103 0.050 0.059
H 3.942 -0.366 -0.414 -0.065 0.026 -0.019
H 3.241 -1.808 0.349 -0.064 0.026 0.007
H 0.066 1.873 2.371 -0.159 0.069 0.043
H -0.327 3.587 2.185 -0.063 -0.027 0.105
H 1.970 1.330 5.098 0.009 0.014 0.000
H 0.329 0.711 4.785 -0.017 -0.005 0.014
H 0.710 1.493 6.318 0.018 0.072 0.005
H -2.115 3.779 4.241 0.025 0.014 -0.001
H -1.841 2.874 5.729 0.030 0.002 0.006
H -1.850 2.022 4.174 0.011 -0.016 0.007
F 1.432 0.839 -2.651 -1.174 -0.467 0.766
B 2.859 1.359 -2.531 0.968 0.402 0.532
F 2.892 1.725 -1.149 -0.079 -0.055 -0.325
F 2.969 2.454 -3.314 -0.171 -0.169 -0.117
F 3.680 0.313 -2.781 -0.217 0.026 -0.052
O 5.352 -5.629 -3.958 0.025 0.392 0.046
S 4.997 -6.984 -3.617 -0.838 -0.402 0.562
O 6.085 -7.846 -3.248 0.174 -0.096 0.172
O 3.963 -7.582 -4.445 0.062 0.043 -0.128
C 3.935 -6.806 -2.075 1.140 -0.088 -1.566
N 3.851 -7.807 -1.204 -0.387 0.033 0.676
C 2.977 -7.645 -0.214 0.339 0.017 -0.469
C 2.186 -6.506 -0.102 -0.352 0.294 0.243
C 2.352 -5.524 -1.073 0.576 -0.846 -0.156
N 3.232 -5.689 -2.062 -0.508 0.412 0.561
C 1.647 -4.242 -1.124 -0.124 0.132 0.040
C 2.002 -3.323 -2.117 -0.084 0.227 0.019
C 1.412 -2.082 -2.141 0.207 -0.257 -0.207
N 0.493 -1.694 -1.228 0.099 -0.012 0.017
C 0.105 -2.605 -0.309 -0.138 -0.163 0.187
C 0.640 -3.866 -0.227 -0.009 0.221 -0.106
H 2.921 -8.455 0.505 -0.109 0.045 0.052
H 1.485 -6.406 0.717 0.018 -0.019 -0.007
H 2.766 -3.578 -2.842 -0.034 -0.129 -0.001
H 1.691 -1.375 -2.909 -0.010 0.089 0.096
H -0.672 -2.302 0.381 0.039 0.049 -0.003
H 0.277 -4.533 0.542 0.017 -0.056 -0.029
```
Forces are in eV/Å.

Formally, the Löwdin partial charges of the atoms, in units of the elementary charge, are as follows: Re 1.17; C -0.16; Si 0.56; C -0.20; C -0.17; C -0.20; C -0.02; C -0.01; C -0.12; N -0.19; C -0.69; S 0.72; H 0.04; H 0.04; H 0.04; H 0.05; H 0.01; H 0.02; H 0.04; H 0.04; H 0.03; H 0.12; H 0.12; H 0.10; C -0.22; As 1.06; C -0.25; C -0.29; C -0.66; C -0.09; C -0.29; As 1.10; C -0.25; C -0.21; C -0.38; As 1.16; C -0.33; C -0.34; H 0.06; H 0.04; H 0.03; H 0.05; H 0.02; H 0.03; H 0.10; H 0.09; H 0.10; H 0.07; H 0.09; H 0.08; H 0.09; H 0.05; H 0.03; H -0.01; H 0.06; H 0.04; H 0.04; H 0.04; H 0.04; H 0.01; H 0.00; H 0.03; H 0.02; H 0.03; H 0.01; F -0.11; B -1.22; F 0.02; F 0.21; F 0.21; O -0.36; S 0.39; O -0.34; O -0.35; C -0.31; N 0.15; C -0.09; C 0.01; C -0.23; N 0.15; C -0.09; C 0.06; C -0.09; N -0.16; C -0.15; C 0.02; H 0.12; H 0.10; H 0.14; H 0.12; H 0.10; H 0.12